A structure of composition C30H31N11NiO2, computed with the ωB97M-V functional and the def2-TZVPD basis.

Geometry as ORCA input:
```
! wB97M-V def2-TZVPD RIJCOSX def2/J DEFGRID3
* xyz 2 3
H -0.844 -2.983 0.266
H -2.866 2.269 -2.480
C -5.578 -0.571 0.546
C 0.858 1.192 13.568
C 0.615 0.130 5.161
H -1.187 0.283 -5.688
H 1.420 -0.088 11.458
H -1.103 1.895 -1.532
H -5.119 -3.151 0.657
C -1.635 3.313 2.304
O 0.210 2.036 12.628
C -0.395 2.383 9.110
H -4.816 1.323 0.976
N -5.612 0.777 0.705
N 1.069 -2.353 -3.544
C -4.183 -2.618 0.547
N 0.845 -0.002 6.502
C 1.637 -1.952 1.720
H 1.412 -0.493 9.070
N 0.890 -0.867 1.639
H -2.143 1.730 -5.834
H -1.733 3.379 -3.304
C -0.572 1.757 3.771
C -3.019 -0.556 0.326
H 2.725 -3.352 2.934
C -0.149 1.284 5.048
H -2.980 0.523 0.248
C 1.796 -1.813 4.096
H -3.126 2.705 -4.158
C -1.306 2.936 3.583
H 1.883 -2.459 0.796
N -0.558 1.381 1.391
C 0.231 1.052 7.137
N -0.332 -0.552 -3.416
C 0.543 -1.390 -2.759
C -2.966 -3.271 0.479
H -6.524 1.193 0.808
H 0.435 0.186 13.557
H -1.584 3.525 4.447
H -0.560 -0.807 -4.359
N 0.820 -1.254 -1.505
O -6.576 -1.248 0.460
C -1.239 2.504 1.239
N -1.600 1.328 -3.866
C -0.392 2.613 10.461
H 0.685 1.645 14.539
Ni -0.088 -0.079 -0.062
N -1.842 -1.181 0.248
H -1.483 2.803 0.227
H -0.896 3.064 8.437
C -0.901 0.620 -2.950
N -0.374 1.837 6.265
H -2.904 -4.348 0.538
H 0.882 -2.409 -4.530
C 0.253 1.261 8.572
H 1.932 1.140 13.377
C 0.261 1.729 11.333
C -0.210 1.000 2.642
H -0.406 1.866 -5.536
C -1.306 1.293 -5.300
H -2.182 4.225 2.113
H 1.519 -1.915 -1.196
C 2.114 -2.461 2.930
C -2.359 2.489 -3.420
H 1.709 -3.028 -3.167
H 2.150 -2.196 5.044
C 1.010 -0.649 4.042
C 0.900 0.386 9.446
H -0.886 3.474 10.891
H 1.382 -0.722 6.952
C 0.910 0.609 10.808
C -4.219 -1.228 0.480
C 0.575 -0.203 2.773
C -1.818 -2.513 0.330
N -0.771 0.960 -1.708
*
```

The total energy comes out at -3422.6352 Ha. The value obtained for the frontier orbital gap (spin up / spin down) is 6.19 / 6.03 eV.



A structure of composition C19H19ClN6O8RuS3 at a distorted geometry, computed with the ωB97M-V functional and the def2-TZVPD basis.

Geometry as ORCA input:
```
! wB97M-V def2-TZVPD RIJCOSX def2/J DEFGRID3
* xyz -1 2
C -0.420 3.116 1.107
H 0.732 3.723 -2.058
O -0.855 0.135 3.278
H -0.976 1.831 -1.892
H -2.407 -0.601 -5.509
H 0.841 4.847 -0.677
O 0.095 -3.327 -0.085
N -1.664 1.430 0.075
O 1.532 -1.063 1.312
C -2.093 -0.785 -4.488
C 3.621 2.616 1.418
C -0.358 -1.113 -2.857
C 5.321 1.678 -0.011
H 0.557 -5.572 1.385
H -4.073 -0.792 -3.682
C -0.726 -0.924 -4.176
S -1.086 -1.105 2.483
O -1.529 -3.343 1.425
O 0.767 2.886 1.802
H 4.809 -0.197 -0.966
C -0.963 2.074 -0.846
N -3.542 -1.287 1.265
H -2.991 -1.449 4.369
O 1.744 1.209 3.366
N -3.588 -1.243 3.585
H 0.683 -1.223 -2.572
C -3.425 -1.158 -1.040
C -0.642 -3.882 0.746
C 3.256 0.545 0.294
H -4.479 -1.718 3.576
S 1.215 1.213 2.024
H -0.375 -5.844 -0.109
S 1.958 -0.627 -0.024
H -1.853 1.691 2.168
C 4.879 2.684 0.837
H 5.520 3.531 1.038
C -2.923 -1.225 2.390
N -2.831 -1.210 0.161
O 0.947 0.292 -0.589
H -4.505 -1.164 -1.119
H 0.022 -0.867 -4.949
C -2.587 -1.073 -2.147
N -1.238 -1.158 -1.870
C 0.838 3.794 -0.977
C 2.805 1.534 1.140
C -0.397 -5.402 0.886
H -0.758 4.112 1.447
Ru -0.780 -1.085 0.133
N -0.266 3.133 -0.345
H 3.264 3.385 2.083
C -1.446 2.033 1.239
C -3.015 -0.882 -3.488
H 6.303 1.743 -0.455
C 4.502 0.595 -0.298
H 1.794 3.344 -0.686
Cl -1.643 -6.224 1.818
O 2.432 -1.631 -0.939
*
```

The total energy comes out at -3415.4694 Ha. The value obtained for the frontier orbital gap (spin up / spin down) is 5.47 / 5.48 eV.



A cluster of 2 separate species, C4H13NO2 in total at a distorted geometry, computed with the ωB97M-V functional and the def2-TZVPD basis.

Geometry as ORCA input:
```
! wB97M-V def2-TZVPD RIJCOSX def2/J DEFGRID3
* xyz 0 1
C -1.468 -0.143 -1.327
H 0.858 -1.722 -1.484
H 1.519 -2.189 0.050
H 1.767 -0.488 2.655
H -1.845 1.485 0.621
C -0.305 0.539 -0.623
O -0.740 2.887 -0.430
N 0.478 -0.413 0.158
H 2.394 -1.809 2.184
O 2.518 -1.078 2.810
H 0.298 1.039 -1.400
C 0.642 -1.748 -0.418
C -0.826 1.643 0.292
H -0.254 -2.336 -0.219
H -2.206 0.604 -1.603
H 1.414 -0.060 0.330
H -1.177 -0.624 -2.258
H -0.202 1.691 1.184
H -1.966 -0.887 -0.707
H -0.898 3.609 0.184
*
```

Its SMILES is CN[C@@H](C)CO.O. The total energy comes out at -365.4080 Ha. The value obtained for the frontier orbital gap is 9.94 eV.



The molecule C6H8S2 at a distorted geometry, computed with the ωB97M-V functional and the def2-TZVPD basis.

Geometry as ORCA input:
```
! wB97M-V def2-TZVPD RIJCOSX def2/J DEFGRID3
* xyz 0 1
H 3.679 -1.162 -0.407
S 1.593 -0.115 -0.886
H -2.078 2.685 -0.949
H -3.193 0.523 -1.472
C -2.363 0.594 -0.757
H -0.265 -1.513 1.138
H 1.047 0.326 1.298
C 2.758 -0.901 0.149
H -2.498 -1.448 -0.206
C -1.719 1.791 -0.547
H 3.039 -0.250 0.965
C -0.674 -0.586 0.636
C -1.823 -0.612 -0.154
H 2.319 -1.876 0.519
S -0.203 2.155 0.209
C 0.379 0.391 0.464
*
```

Its SMILES is CS[C@@H]1C=CC=CS1. The total energy comes out at -1029.7313 Ha. The value obtained for the frontier orbital gap is 8.14 eV.



The ion C3H6N5 with charge +1 at a distorted geometry, computed with the ωB97M-V functional and the def2-TZVPD basis.

Geometry as ORCA input:
```
! wB97M-V def2-TZVPD RIJCOSX def2/J DEFGRID3
* xyz 1 1
H 2.306 2.182 -0.500
C -2.899 -0.155 -0.157
H -2.995 -1.164 -0.072
H 2.193 -1.672 1.529
H -3.613 0.328 -0.770
N 0.262 1.962 -0.374
H 2.831 -2.476 0.119
N 2.035 -0.823 -0.301
C 1.457 1.456 -0.387
H -3.173 0.223 0.860
N 2.195 -1.838 0.544
N 1.852 0.310 0.058
N -0.794 1.225 -0.296
C -1.658 0.442 -0.254
*
```

Its SMILES is CC#[N+]/N=C\N=N\N. The total energy comes out at -391.2659 Ha. The value obtained for the frontier orbital gap is 9.39 eV.



A structure of composition C14H23LaN3O2P, computed with the ωB97M-V functional and the def2-TZVPD basis.

Geometry as ORCA input:
```
! wB97M-V def2-TZVPD RIJCOSX def2/J DEFGRID3
* xyz 2 1
N -3.185 0.461 1.149
C 1.126 -3.986 -0.475
H -3.660 1.244 0.698
O -0.937 3.166 0.613
H 3.426 -3.643 2.607
C 0.416 -1.761 -2.600
H 2.897 -1.667 1.266
H -0.545 -2.246 -2.426
C -3.344 0.594 2.629
H -2.820 1.944 4.206
C -0.009 2.539 -2.655
C -0.200 4.045 -2.813
H 0.722 4.471 -3.203
H -0.763 0.961 3.830
H -2.779 2.677 2.618
H 1.042 -6.072 0.014
H 3.389 -0.186 -0.809
La -0.607 0.691 0.533
C 2.772 -3.736 1.751
C 2.775 -0.525 -1.644
C 2.254 -4.978 1.402
N -0.329 2.180 -1.305
H 0.503 -4.112 -1.351
C 1.433 -5.104 0.292
H 2.557 0.326 -2.291
C -0.643 3.292 -0.619
H -4.398 0.709 2.884
H -1.552 5.056 -1.368
C 2.458 -2.622 0.991
C -2.549 1.760 3.165
H 0.261 -0.874 -3.219
H -3.012 -0.343 3.084
P 1.213 -1.242 -1.054
H 1.053 -2.460 -3.146
O 0.356 1.745 -3.467
H 3.340 -1.271 -2.203
H -0.974 4.212 -3.562
H -3.698 -0.359 0.830
H 0.143 5.219 -0.964
N -1.082 1.521 3.042
C 1.636 -2.736 -0.135
C -0.588 4.549 -1.421
H 2.500 -5.851 1.992
H -0.599 2.413 3.134
*
```

The total energy comes out at -1234.5667 Ha. The value obtained for the frontier orbital gap is 7.38 eV.



A structure of composition C36H30N10Tl, computed with the ωB97M-V functional and the def2-TZVPD basis.

Geometry as ORCA input:
```
! wB97M-V def2-TZVPD RIJCOSX def2/J DEFGRID3
* xyz 3 1
C -1.313 4.087 -0.416
C -1.467 4.952 -1.583
H -1.442 -1.162 0.102
C -0.423 2.341 -2.498
C -2.756 0.658 3.149
H 1.959 -3.740 1.737
H -2.552 3.276 1.898
H 2.451 -0.840 5.278
H -1.277 3.104 -4.486
H -1.544 6.018 -1.404
C -1.703 2.772 2.365
N 2.624 -0.660 0.656
C 2.093 -2.666 1.831
C 2.505 -0.806 3.148
N 0.774 -7.408 -4.464
C -1.412 3.099 -3.408
H 3.222 0.887 1.954
C 2.972 -0.285 4.488
H 1.121 -4.153 -5.193
N 0.252 1.083 -2.706
H -1.697 5.272 -3.610
C 0.624 -6.101 -2.466
C 0.615 -7.308 -3.149
N -1.766 2.891 -0.516
C 1.443 -2.179 -0.710
H 1.379 4.175 2.399
C -0.708 4.482 0.926
C 0.790 -4.927 -3.195
C -1.555 4.502 -2.860
C -2.546 2.170 -2.876
C 2.180 2.254 4.405
C 2.082 -1.832 0.604
H -3.746 -1.163 3.707
N 0.768 1.183 2.813
H 4.022 -0.580 4.607
C 2.881 1.175 4.845
N -2.596 0.951 -3.595
H -3.114 1.217 4.003
H 0.514 -0.735 2.166
C 0.805 -3.613 -2.526
C -1.734 0.030 -3.642
C 0.271 -1.266 -2.479
C -2.645 -1.349 1.867
H -3.541 2.569 -2.701
H 0.471 -8.239 -2.612
H 0.232 4.993 0.699
C -3.111 -0.671 2.983
H -1.739 0.986 -1.186
H 0.310 3.034 -2.079
C 2.751 -0.090 1.918
C -1.834 -0.660 0.984
N -0.461 3.326 1.796
C 0.212 -2.492 -3.121
Tl 1.018 1.409 -0.116
C 1.419 -3.441 -1.278
C -0.380 0.013 -2.972
H 0.467 -6.091 -1.395
H -1.365 5.245 1.373
C 0.943 -6.286 -5.153
H 1.083 -6.396 -6.222
C -1.625 2.006 -1.555
C 1.222 -0.028 2.592
H 1.904 -4.283 -0.801
N -1.477 0.621 1.134
C 0.577 3.555 2.811
H 2.348 3.189 4.927
H 0.198 4.105 3.686
H -1.771 3.020 3.429
C 1.212 2.271 3.340
H 3.530 1.395 5.688
H -0.289 -2.601 -4.074
N 0.873 -1.113 -1.292
N 2.338 -2.203 3.005
C -1.949 1.279 2.203
C 0.951 -5.025 -4.575
H -1.964 -0.822 -4.281
H -2.907 -2.381 1.680
*
```

The total energy comes out at -2108.6614 Ha. The value obtained for the frontier orbital gap (spin up / spin down) is 4.47 / 4.10 eV.



The molecule C3H8N4O2 at a distorted geometry, computed with the ωB97M-V functional and the def2-TZVPD basis.

Geometry as ORCA input:
```
! wB97M-V def2-TZVPD RIJCOSX def2/J DEFGRID3
* xyz 0 1
H 0.412 -1.297 1.316
H 2.780 -0.974 -0.083
N -1.639 -0.784 0.416
H -3.526 0.722 -1.296
H 1.399 2.671 0.679
N -2.573 -0.016 0.047
O -3.548 0.068 0.804
H 1.640 0.337 1.395
O -2.614 0.552 -1.248
H 0.677 -2.451 -0.077
N -0.598 -0.892 -0.366
H 0.813 1.916 -0.881
C 1.146 1.753 0.136
C 1.757 -0.544 -0.267
H 1.549 -0.292 -1.336
C 0.550 -1.431 0.277
N 1.773 0.662 0.483
*
```

The total energy comes out at -488.3265 Ha. The value obtained for the frontier orbital gap (spin up / spin down) is 5.19 / 9.58 eV.



Number 4 is which compound?
C6H8S2